[1]
Computed, not measured: a structure of composition C34H66N11OSSeSn, with ωB97M-V/def2-TZVPD.

```
115
Properties=species:S:1:pos:R:3:mulliken_charge:R:1
Sn 0.78493 -0.17287 0.57509 1.14
C -0.58917 -2.82453 -3.96958 -1.01
N -1.84914 -3.00384 -3.28683 0.52
C -2.96159 -3.44920 -4.09780 -1.22
C -1.98928 -2.71841 -1.93323 0.37
N -1.57194 -1.64563 -1.34689 -0.05
C -1.28079 -0.50056 -2.18226 -0.70
C -1.90383 0.76865 -1.61962 -2.13
N -1.35172 1.21910 -0.31495 1.68
C -0.96554 2.63382 -0.41576 -1.79
C -0.04502 3.14645 0.67260 -1.09
N 1.19250 2.37513 0.69393 0.71
C 2.27576 3.02262 1.04197 -0.32
N 3.51661 2.60603 0.67401 0.48
C 4.67614 2.82457 1.52192 -1.25
C 3.75821 1.75039 -0.46538 -0.79
N 2.23686 4.21363 1.72917 0.59
C 3.10098 5.32695 1.38616 -1.21
C 1.47765 4.35626 2.95938 -1.10
C -2.28415 0.98144 0.79312 -1.02
C -1.57875 0.80759 2.13435 -0.27
N -0.90798 -0.48900 2.25542 0.96
C -1.31865 -1.28715 3.20782 -1.13
N -0.72371 -2.47078 3.47694 0.55
C 0.61575 -2.78984 3.02133 -0.95
C -1.35914 -3.48134 4.30745 -1.20
N -2.40749 -0.96280 4.01372 0.63
C -2.25065 -0.90752 5.45335 -1.16
C -3.75463 -0.92489 3.49338 -0.76
N -2.66294 -3.66683 -1.21279 0.18
C -2.67046 -5.07203 -1.57759 -1.30
C -3.10487 -3.31779 0.11964 -1.11
H -0.24768 -3.77623 -4.39194 0.44
H 0.15978 -2.47552 -3.26340 0.11
H -0.66750 -2.09920 -4.78703 0.29
H -3.12724 -2.74808 -4.92204 0.34
H -3.86700 -3.48931 -3.49709 0.36
H -2.78361 -4.43973 -4.53050 0.36
H -1.66316 -0.62185 -3.20089 0.60
H -0.19828 -0.33194 -2.25244 -0.04
H -2.98419 0.61700 -1.53140 0.20
H -1.73924 1.55831 -2.35292 0.73
H -1.86368 3.26765 -0.44439 0.29
H -0.43351 2.75141 -1.35976 0.33
H -0.55002 3.15565 1.64129 0.33
H 0.16881 4.19102 0.42526 0.66
H 4.37715 3.26237 2.46946 0.37
H 5.40704 3.47769 1.03708 0.33
H 5.15009 1.86377 1.73126 0.40
H 2.85470 1.67340 -1.06720 -0.16
H 4.06854 0.75072 -0.15197 0.26
H 4.56177 2.17981 -1.07152 0.45
H 3.59075 5.13984 0.43404 0.32
H 3.86559 5.51071 2.14723 0.36
H 2.49571 6.23219 1.29323 0.38
H 1.07839 3.39258 3.26897 0.37
H 0.66167 5.07696 2.85230 0.26
H 2.14295 4.71177 3.75056 0.36
H -2.81034 0.05239 0.56909 0.13
H -3.02671 1.78863 0.85993 0.19
H -2.29878 0.94482 2.93720 0.81
H -0.81146 1.56938 2.26745 -0.80
H 1.35717 -2.17101 3.51928 0.19
H 0.71506 -2.65940 1.94250 0.14
H 0.82082 -3.83104 3.26034 0.45
H -2.41188 -3.26174 4.44585 0.36
H -0.88021 -3.55759 5.28668 0.34
H -1.27788 -4.44867 3.80941 0.39
H -1.19231 -0.90943 5.70751 0.28
H -2.74403 -1.73840 5.97065 0.37
H -2.68124 0.02487 5.82649 0.37
H -3.73392 -0.86583 2.40776 0.16
H -4.29003 -0.05296 3.87970 0.29
H -4.32341 -1.82008 3.77645 0.31
H -1.96846 -5.25103 -2.38778 0.41
H -3.66252 -5.40304 -1.89642 0.32
H -2.36688 -5.68056 -0.72380 0.46
H -3.73446 -2.42743 0.07976 0.32
H -2.26277 -3.09941 0.78089 0.25
H -3.68781 -4.14234 0.52646 0.51
Se 2.77916 -0.02064 2.63527 -0.35
C 1.57663 0.95560 3.59148 0.52
N 0.81172 1.58510 4.19028 -0.76
C 3.63585 -8.60160 -2.49612 -1.51
C 3.37041 -7.17828 -2.10093 0.61
C 2.48491 -6.86546 -1.07854 -1.10
C 2.23924 -5.55452 -0.69634 0.77
C 1.31158 -5.30320 0.45932 -0.86
C 2.89273 -4.51176 -1.38449 0.83
C 2.61618 -3.10713 -1.09900 -0.66
O 1.85490 -2.66504 -0.25469 0.06
C 3.82049 -4.81524 -2.40678 1.16
C 4.62220 -3.75114 -3.12003 -1.75
C 4.03911 -6.13798 -2.74199 -0.87
H 3.00317 -9.29586 -1.94706 0.35
H 4.67877 -8.85883 -2.30355 0.34
H 3.46389 -8.74301 -3.56397 0.36
H 1.97488 -7.66641 -0.55572 0.29
H 1.85484 -4.83459 1.28096 0.21
H 0.89105 -6.24408 0.81165 0.40
H 0.50765 -4.61755 0.19369 -0.14
H 3.13468 -2.38941 -1.75731 0.17
H 3.98686 -3.03178 -3.63903 0.27
H 5.27195 -4.21155 -3.86093 0.37
H 5.25062 -3.19881 -2.41998 0.37
H 4.75230 -6.37459 -3.52361 0.39
C 2.06157 3.06105 -3.81872 -1.12
S 1.31709 1.46034 -3.43764 0.43
C 2.45864 0.38358 -4.33142 -0.88
H 3.13509 3.02179 -3.63785 0.31
H 1.61071 3.79527 -3.15342 0.35
H 1.86619 3.34038 -4.85201 0.40
H 3.47792 0.55612 -3.98707 0.32
H 2.17141 -0.64466 -4.11552 0.02
H 2.39183 0.55824 -5.40360 0.46
```

- Charge: +1
- E_HOMO: -9.75 eV
- Kohn-Sham gap: 7.593 eV
- Energy relative to the best compared isomer or geometry (same formula, charge and spin): 7.7 kcal/mol



[2]
Computed, not measured: a cluster of 6 separate species, C34H67ClO18P2 in total, with ωB97M-V/def2-TZVPD.

```
122
Properties=species:S:1:pos:R:3:mulliken_charge:R:1
C 1.13177 -7.37704 1.05663 -0.23
C 1.09553 -6.31865 0.49866 -1.06
C 1.02281 -4.99588 -0.10274 -0.88
C 0.50101 -3.92107 0.87649 2.31
C 1.52047 -3.81110 2.00776 -2.45
O -0.69554 -4.27487 1.55968 -0.56
C -1.95972 -4.18200 0.93572 1.51
C -2.99334 -4.14164 2.05728 -1.06
C -4.38514 -3.72160 1.57276 -0.50
C -5.02194 -2.69469 2.48369 -0.86
Cl -4.14073 -1.12875 2.38750 -0.18
P -2.46344 -5.58891 -0.17529 0.59
O -3.41056 -6.54233 0.45998 -0.72
C 0.38256 -2.54587 0.15554 -1.48
O 1.63450 -1.87819 0.14216 -0.41
C 1.64110 -0.67801 0.89593 -0.52
P -0.33355 -2.65406 -1.57751 0.31
C 1.16562 -2.45538 -2.62155 -1.16
C -1.20412 -1.04874 -1.82495 -0.48
C -2.26986 -0.71388 -0.77131 -0.65
H 1.18505 -8.33374 1.51352 0.54
H 0.42172 -5.04305 -1.00953 0.37
H 2.02624 -4.68913 -0.40296 0.72
H 1.23594 -3.01797 2.69549 0.49
H 2.52485 -3.65960 1.62985 0.36
H 1.50126 -4.74295 2.56890 0.46
H -2.08925 -3.25882 0.37048 -1.22
H -3.02456 -5.10139 2.56635 0.48
H -2.61121 -3.40347 2.76350 0.50
H -4.34146 -3.32874 0.55576 0.32
H -5.04070 -4.59149 1.54918 0.41
H -6.05131 -2.49529 2.20940 0.44
H -4.95600 -3.01146 3.51946 0.37
H -1.31349 -6.22727 -0.65550 -0.02
H -3.02017 -4.92863 -1.28852 0.03
H -0.32873 -1.94951 0.73300 1.32
H 2.65226 -0.28625 0.87599 0.33
H 0.93460 0.04127 0.47314 0.19
H 1.34918 -0.87473 1.93031 0.16
H 1.39579 -1.40713 -2.79276 0.31
H 0.99987 -2.98054 -3.55764 0.41
H 2.00212 -2.91559 -2.10252 0.28
H -0.49983 -0.22540 -1.95681 0.40
H -1.69963 -1.16791 -2.78869 0.49
H -2.36672 0.36567 -0.67845 0.09
H -3.24356 -1.08091 -1.09212 0.41
H -2.07046 -1.13398 0.20871 -0.11
C 2.93394 -9.88384 -0.74924 -1.17
C 3.24734 -8.73513 -1.68046 0.20
O 4.60457 -8.27758 -1.54216 -0.33
C 5.52875 -9.04805 -2.10833 0.78
O 5.33284 -10.05982 -2.73115 -0.56
O 6.72600 -8.51579 -1.85356 -0.35
C 7.82867 -9.27851 -2.35070 -0.64
H 3.15447 -9.60464 0.28202 0.24
H 1.87789 -10.14410 -0.82458 0.35
H 3.52476 -10.76478 -0.99584 0.40
H 2.63913 -7.86935 -1.42820 -0.10
H 3.05837 -8.99872 -2.72099 0.34
H 7.72027 -9.46600 -3.41657 0.30
H 7.90590 -10.22522 -1.81862 0.29
H 8.71267 -8.67615 -2.16515 0.22
C 0.51337 5.42108 -1.45214 -1.18
C -0.48328 4.59047 -2.23123 -0.11
O -1.17721 3.64080 -1.40134 -0.23
C -2.13713 4.15232 -0.63413 0.67
O -2.49644 5.30122 -0.61877 -0.56
O -2.64089 3.16727 0.10917 -0.17
C -3.65016 3.57529 1.03949 -0.69
H 1.21720 4.77410 -0.92711 0.29
H 1.06931 6.06583 -2.13236 0.41
H 0.01668 6.04913 -0.71388 0.21
H 0.03502 3.98764 -2.97500 0.37
H -1.20657 5.21530 -2.75561 0.22
H -4.45006 4.11069 0.53324 0.31
H -3.21625 4.20427 1.81526 0.27
H -4.03677 2.66266 1.48333 0.19
C 0.17642 -0.58679 6.24339 -1.17
C 0.51576 0.64946 5.43968 0.12
O 1.57414 1.41491 6.03754 -0.36
C 2.79711 0.91527 5.87056 0.78
O 3.08173 -0.07590 5.24817 -0.55
O 3.65737 1.69387 6.52585 -0.34
C 5.01383 1.23995 6.48811 -0.63
H -0.07075 -0.31445 7.27000 0.35
H -0.68010 -1.09444 5.79927 0.35
H 1.01480 -1.28119 6.26647 0.31
H -0.33647 1.32547 5.41002 0.27
H 0.78668 0.39999 4.41361 0.07
H 5.34475 1.09617 5.46213 0.30
H 5.11688 0.30771 7.04069 0.29
H 5.59966 2.01998 6.96422 0.22
C -4.03108 4.67295 -4.26019 -0.90
C -3.15778 3.73433 -5.06512 -0.09
O -3.62590 3.58962 -6.41539 -0.37
C -3.35295 4.61175 -7.22423 0.75
O -2.73743 5.60489 -6.93333 -0.56
O -3.89468 4.35472 -8.41452 -0.35
C -3.73604 5.40287 -9.37546 -0.63
H -5.06873 4.33817 -4.28643 0.39
H -3.69994 4.70534 -3.22108 0.07
H -3.99283 5.68549 -4.65896 0.29
H -3.19750 2.73142 -4.64396 0.31
H -2.11653 4.05692 -5.07386 0.29
H -2.68718 5.66668 -9.48977 0.30
H -4.30455 6.28135 -9.07522 0.30
H -4.12665 5.00955 -10.30876 0.22
C 2.60752 10.94818 2.40144 -1.09
C 2.19947 10.46678 1.02663 -0.20
O 1.50040 9.21146 1.07645 -0.34
C 0.23224 9.28067 1.47954 0.76
O -0.36675 10.28201 1.77490 -0.56
O -0.25767 8.04188 1.51672 -0.30
C -1.60551 7.94902 1.98938 -0.52
H 3.20095 10.18707 2.90927 0.29
H 3.20467 11.85590 2.31402 0.36
H 1.73455 11.16789 3.01361 0.32
H 3.07676 10.26395 0.41553 0.29
H 1.58482 11.20253 0.50876 0.32
H -2.26432 8.59178 1.41060 0.33
H -1.65770 8.21604 3.04371 0.35
H -1.89599 6.91177 1.85199 0.01
```

- E_HOMO: -8.50 eV
- Kohn-Sham gap: 8.796 eV
- SMILES string: C#CC[C@](C)(O[C@H](CCCCl)[PH2]=O)[C@@H](OC)P(C)CC.CCOC(=O)OC.CCOC(=O)OC.CCOC(=O)OC.CCOC(=O)OC.CCOC(=O)OC